Record 1
{"formula": "C25H24N3", "method": "ωB97M-V/def2-TZVPD", "elements": ["C", "N", "C", "C", "C", "C", "C", "C", "C", "C", "C", "C", "C", "C", "C", "C", "C", "C", "C", "C", "C", "C", "H", "H", "H", "H", "H", "H", "H", "H", "H", "H", "H", "H", "H", "H", "H", "H", "H", "H", "C", "C", "N", "C", "C", "N", "H", "H", "H", "H", "H", "H"], "coordinates": [[2.503, 4.512, 2.813], [1.230, 3.842, 2.978], [0.264, 4.561, 3.786], [0.854, 2.811, 2.111], [1.391, 1.507, 2.256], [0.917, 0.463, 1.482], [0.003, 0.709, 0.433], [-0.658, -0.357, -0.269], [-1.214, -0.243, -1.595], [-2.162, -1.311, -1.783], [-3.026, -1.309, -2.869], [-2.907, -0.282, -3.817], [-1.941, 0.730, -3.671], [-1.087, 0.750, -2.561], [-2.155, -2.125, -0.580], [-1.196, -1.556, 0.337], [-1.144, -2.011, 1.651], [-2.002, -3.048, 2.040], [-2.957, -3.571, 1.150], [-3.047, -3.100, -0.167], [-0.389, 2.047, 0.182], [-0.043, 3.059, 1.053], [3.205, 3.842, 2.304], [2.401, 5.440, 2.225], [2.892, 4.786, 3.801], [-0.552, 3.884, 4.069], [0.777, 4.917, 4.689], [-0.155, 5.435, 3.261], [2.132, 1.337, 3.038], [1.256, -0.557, 1.671], [-3.767, -2.105, -2.955], [-3.570, -0.264, -4.685], [-1.869, 1.524, -4.417], [-0.344, 1.534, -2.434], [-0.477, -1.530, 2.362], [-1.947, -3.434, 3.060], [-3.639, -4.348, 1.495], [-3.791, -3.468, -0.874], [-1.048, 2.267, -0.654], [-0.438, 4.064, 0.911], [0.836, -3.405, -2.524], [1.849, -2.550, -1.890], [1.669, -1.450, -1.180], [2.922, -0.989, -0.829], [3.887, -1.832, -1.340], [3.184, -2.819, -2.002], [-0.139, -2.935, -2.386], [1.059, -3.511, -3.593], [0.849, -4.400, -2.063], [3.064, -0.098, -0.237], [4.962, -1.785, -1.298], [3.559, -3.628, -2.484]], "forces_ev_per_angstrom": [[0.118, -0.164, -0.047], [0.236, -0.386, 0.578], [-0.280, -0.053, -0.477], [-0.019, 0.113, -0.455], [-0.098, 0.189, -0.040], [0.035, 0.159, 0.224], [-0.012, 0.006, 0.022], [0.729, 0.565, 0.060], [-1.301, -0.656, -0.807], [0.189, 1.581, -0.794], [0.510, -0.306, 0.420], [0.440, 0.409, -0.012], [-0.253, -0.304, -0.056], [-0.006, -0.113, 0.014], [0.234, -0.094, 1.637], [-1.065, -0.921, -0.309], [-0.083, -0.005, -0.202], [-0.277, -0.177, -0.187], [0.547, 0.077, 0.396], [0.509, 0.276, -0.382], [-0.338, -0.208, 0.036], [0.173, -0.133, 0.254], [-0.033, 0.233, 0.147], [0.062, -0.179, 0.009], [0.101, -0.087, -0.209], [0.182, 0.265, -0.003], [-0.221, -0.109, -0.165], [-0.030, -0.058, 0.173], [-0.247, 0.014, -0.186], [0.013, 0.337, -0.153], [0.122, 0.334, -0.170], [0.198, 0.004, 0.300], [-0.021, -0.322, 0.216], [-0.147, -0.163, -0.234], [-0.198, -0.260, -0.006], [-0.075, 0.150, -0.338], [0.193, 0.234, -0.078], [0.073, -0.014, 0.360], [0.028, -0.054, 0.380], [0.132, -0.207, 0.021], [-0.284, -0.206, -0.056], [1.143, 0.685, 0.486], [-0.118, -0.215, -0.082], [0.459, -0.821, -0.503], [-0.822, 0.428, 0.278], [-0.119, 0.082, -0.007], [0.071, -0.250, -0.145], [-0.223, -0.019, 0.163], [-0.194, 0.132, -0.143], [-0.019, -0.026, -0.079], [-0.041, -0.128, -0.021], [0.029, 0.367, 0.169]], "charge": 1, "gap_ev": 5.5, "energy_ev": -30778.1899, "relative_energy_kj_mol": 136.71, "homo_ev": -10.8}

***

Record 2
{"formula": "C25H24N3", "method": "ωB97M-V/def2-TZVPD", "elements": ["C", "N", "C", "C", "C", "C", "C", "C", "C", "C", "C", "C", "C", "C", "C", "C", "C", "H", "H", "H", "H", "H", "H", "H", "H", "H", "H", "H", "H", "H", "H", "C", "C", "C", "C", "C", "N", "C", "C", "N", "C", "C", "H", "H", "H", "H", "H", "H", "H", "H", "H", "H"], "coordinates": [[4.573, 2.287, 2.245], [3.181, 1.836, 2.233], [2.087, 2.646, 2.144], [0.915, 1.875, 2.190], [-0.400, 2.383, 2.224], [-1.616, 1.614, 2.187], [-1.811, 0.536, 1.294], [-2.964, -0.207, 1.335], [-3.945, 0.075, 2.272], [-3.793, 1.143, 3.139], [-2.668, 1.926, 3.076], [1.346, 0.501, 2.351], [0.652, -0.692, 2.561], [1.357, -1.860, 2.705], [2.751, -1.872, 2.650], [3.457, -0.703, 2.488], [2.754, 0.498, 2.350], [5.254, 1.442, 2.340], [4.796, 2.816, 1.318], [4.742, 2.966, 3.081], [2.136, 3.716, 2.062], [-0.491, 3.442, 2.407], [-1.048, 0.313, 0.567], [-3.101, -1.025, 0.647], [-4.829, -0.539, 2.327], [-4.562, 1.367, 3.860], [-2.556, 2.771, 3.733], [-0.420, -0.690, 2.634], [0.825, -2.780, 2.868], [3.278, -2.807, 2.734], [4.532, -0.708, 2.467], [-3.377, -0.861, 9.117], [-2.710, -2.069, 9.183], [-2.405, -2.755, 8.029], [-2.767, -2.245, 6.788], [-2.462, -2.969, 5.565], [-2.784, -2.543, 4.378], [-2.406, -3.490, 3.413], [-1.789, -4.687, 4.159], [-1.813, -4.219, 5.534], [-3.432, -1.024, 6.731], [-3.736, -0.342, 7.888], [-3.626, -0.331, 10.024], [-2.430, -2.480, 10.137], [-1.873, -3.688, 8.081], [-3.293, -3.783, 2.833], [-1.684, -3.031, 2.725], [-2.384, -5.599, 4.039], [-0.760, -4.895, 3.843], [-1.983, -4.931, 6.249], [-3.698, -0.617, 5.770], [-4.262, 0.596, 7.835]], "forces_ev_per_angstrom": [[0.061, 0.236, -0.090], [-1.350, 1.091, -0.164], [1.636, -0.992, 0.268], [-2.047, 0.029, 0.019], [1.582, -0.632, 0.256], [-0.524, -0.320, -0.131], [0.356, 0.490, 0.228], [-0.064, -0.114, -0.114], [-0.023, -0.052, 0.081], [-0.217, -0.062, 0.088], [0.695, 0.315, -0.346], [0.345, -0.623, -0.167], [0.104, 0.417, 0.047], [0.187, -0.136, 0.061], [-0.180, 0.042, -0.082], [0.404, 0.895, -0.097], [-0.974, -0.509, 0.131], [-0.262, 0.023, -0.020], [-0.005, -0.078, 0.004], [-0.070, -0.091, 0.005], [0.346, 0.172, -0.043], [-0.085, 0.325, -0.034], [0.136, -0.049, -0.124], [-0.005, -0.087, -0.123], [-0.113, -0.077, -0.002], [-0.109, 0.049, 0.085], [-0.002, 0.192, 0.208], [-0.131, -0.147, 0.041], [-0.104, -0.214, 0.048], [0.121, -0.095, 0.054], [0.250, -0.088, 0.023], [-0.051, 0.009, 0.205], [-0.006, 0.006, 0.309], [0.030, -0.076, -0.396], [0.096, 0.104, 0.546], [-0.282, -0.904, -2.350], [-0.112, 1.282, 2.542], [0.225, -0.851, -1.278], [0.073, -0.279, -0.136], [-0.087, 0.084, 1.096], [0.036, -0.012, -0.224], [-0.063, 0.121, -0.027], [-0.007, 0.063, 0.100], [0.060, -0.064, 0.186], [0.142, -0.212, 0.093], [0.265, 0.042, -0.118], [-0.113, -0.165, -0.127], [0.137, 0.087, -0.008], [-0.175, -0.059, -0.008], [0.016, 0.759, -0.311], [-0.060, -0.029, -0.187], [-0.086, 0.181, -0.018]], "charge": 1, "gap_ev": 5.4, "energy_ev": -30778.2219, "relative_energy_kj_mol": 133.63, "homo_ev": -10.4}

***

Record 3
{"formula": "C25H25AlN2O5S2Si", "method": "ωB97M-V/def2-TZVPD", "elements": ["Al", "O", "C", "C", "C", "C", "C", "C", "C", "O", "N", "N", "C", "S", "C", "C", "S", "H", "H", "H", "H", "H", "H", "H", "H", "H", "C", "Si", "C", "C", "C", "C", "C", "C", "C", "H", "H", "H", "H", "H", "H", "H", "H", "H", "H", "H", "O", "C", "C", "C", "C", "C", "C", "C", "O", "O", "H", "H", "H", "H", "H"], "coordinates": [[-0.221, 0.767, 0.590], [3.410, -0.790, 4.142], [4.049, -0.657, 2.968], [5.441, -0.733, 2.988], [6.163, -0.630, 1.817], [5.519, -0.446, 0.594], [4.143, -0.352, 0.568], [3.388, -0.453, 1.741], [1.929, -0.296, 1.658], [1.397, -0.011, 0.502], [1.199, -0.426, 2.736], [-0.149, -0.238, 2.427], [-0.927, -0.178, 3.443], [-2.655, -0.045, 3.244], [-2.909, 0.555, 4.933], [-1.979, -0.226, 5.841], [-0.331, -0.240, 5.082], [2.443, -0.718, 3.969], [5.931, -0.878, 3.943], [7.244, -0.692, 1.854], [6.088, -0.371, -0.323], [3.615, -0.191, -0.363], [-3.957, 0.398, 5.184], [-2.684, 1.621, 4.962], [-2.316, -1.252, 5.975], [-1.878, 0.254, 6.813], [-2.214, 0.335, -2.310], [-2.418, 0.799, -0.492], [-2.939, 2.614, -0.496], [-3.914, -0.199, 0.092], [-5.095, 0.406, 0.531], [-6.211, -0.353, 0.872], [-6.168, -1.738, 0.783], [-4.999, -2.363, 0.362], [-3.890, -1.598, 0.026], [-3.096, 0.636, -2.882], [-2.075, -0.742, -2.444], [-1.339, 0.843, -2.730], [-3.915, 2.726, -0.977], [-2.212, 3.191, -1.080], [-2.995, 3.051, 0.507], [-5.149, 1.486, 0.616], [-7.118, 0.140, 1.205], [-7.040, -2.329, 1.036], [-4.955, -3.444, 0.298], [-2.980, -2.104, -0.291], [0.185, 4.683, -1.894], [0.253, 5.285, -0.684], [0.306, 6.673, -0.577], [0.359, 7.283, 0.662], [0.352, 6.520, 1.824], [0.289, 5.145, 1.720], [0.245, 4.507, 0.479], [0.178, 3.028, 0.467], [-0.080, 2.394, 1.560], [0.339, 2.311, -0.559], [0.192, 5.358, -2.580], [0.302, 7.272, -1.482], [0.405, 8.364, 0.720], [0.393, 6.996, 2.795], [0.279, 4.521, 2.603]], "forces_ev_per_angstrom": [[-0.193, -0.020, 0.432], [-0.155, 0.048, -0.018], [-0.033, -0.067, -0.090], [0.061, -0.024, 0.011], [0.021, 0.016, -0.067], [-0.011, -0.006, 0.028], [0.022, 0.017, 0.010], [-0.011, 0.042, 0.078], [-0.133, -0.132, -0.014], [0.198, -0.031, -0.101], [0.047, -0.088, -0.083], [0.086, 0.338, -0.065], [-0.011, -0.115, 0.003], [-0.019, 0.067, -0.049], [0.024, 0.005, -0.022], [0.067, 0.025, 0.006], [-0.016, -0.003, -0.002], [0.075, 0.002, 0.025], [-0.031, 0.000, -0.032], [-0.030, -0.007, -0.002], [-0.010, 0.004, 0.031], [0.005, 0.001, 0.028], [0.006, -0.011, 0.014], [-0.020, 0.012, 0.039], [-0.049, -0.016, 0.003], [-0.028, -0.023, 0.023], [0.117, -0.022, -0.053], [-0.056, -0.106, -0.305], [0.119, 0.146, 0.088], [0.033, -0.210, 0.072], [0.007, -0.081, 0.045], [0.053, -0.009, 0.014], [0.043, 0.045, -0.023], [0.019, 0.046, 0.022], [-0.005, 0.080, 0.040], [0.023, -0.025, 0.011], [-0.006, 0.076, 0.004], [-0.078, -0.042, -0.003], [0.031, -0.002, 0.012], [-0.100, -0.051, 0.087], [-0.007, -0.032, -0.100], [-0.011, -0.042, -0.039], [0.023, -0.011, -0.017], [0.020, 0.014, 0.015], [0.001, 0.044, -0.003], [-0.070, 0.029, -0.009], [0.007, -0.027, 0.044], [-0.022, -0.003, -0.045], [0.011, 0.010, -0.010], [0.002, 0.005, -0.001], [-0.002, -0.014, 0.004], [0.006, 0.004, 0.048], [0.016, -0.175, 0.021], [0.087, -0.013, -0.087], [-0.008, 0.161, -0.122], [-0.102, 0.208, 0.145], [-0.007, 0.007, -0.021], [0.005, -0.014, 0.022], [-0.005, -0.026, -0.006], [0.003, -0.018, -0.025], [-0.008, 0.011, -0.008]], "charge": 0, "gap_ev": 8.3, "energy_ev": -75699.1482, "homo_ev": -8.1}

***

Record 4
{"formula": "C25H25BF5N10O3S3TeTi", "method": "ωB97M-V/def2-TZVPD", "elements": ["Ti", "N", "C", "C", "C", "C", "C", "C", "S", "O", "O", "N", "C", "N", "C", "C", "C", "N", "H", "H", "H", "H", "H", "H", "H", "H", "H", "S", "C", "C", "C", "C", "C", "C", "S", "H", "H", "H", "H", "B", "N", "C", "C", "C", "N", "N", "C", "C", "C", "N", "H", "H", "H", "H", "H", "H", "H", "H", "N", "C", "C", "C", "N", "H", "H", "H", "H", "F", "Te", "F", "F", "F", "F", "O"], "coordinates": [[-0.061, 1.071, -0.053], [2.977, -3.485, 5.122], [3.053, -2.357, 4.303], [3.006, -2.490, 2.914], [3.018, -1.371, 2.104], [3.079, -0.107, 2.677], [3.137, 0.041, 4.056], [3.123, -1.082, 4.865], [2.959, 1.307, 1.636], [3.504, 2.431, 2.339], [3.468, 0.938, 0.351], [1.338, 1.497, 1.450], [0.520, 2.030, 2.398], [-0.728, 2.059, 1.892], [-1.713, 2.522, 2.627], [-1.467, 2.972, 3.918], [-0.160, 2.872, 4.364], [0.848, 2.402, 3.632], [3.262, -4.345, 4.682], [3.386, -3.373, 6.036], [2.939, -3.477, 2.471], [2.955, -1.464, 1.027], [3.176, 1.036, 4.476], [3.160, -0.974, 5.943], [-2.700, 2.521, 2.177], [-2.255, 3.363, 4.543], [0.098, 3.181, 5.372], [2.181, 1.207, -2.569], [1.898, -0.442, -3.072], [2.408, -0.779, -4.328], [2.280, -2.062, -4.824], [1.610, -3.023, -4.075], [1.087, -2.682, -2.841], [1.230, -1.396, -2.309], [0.537, -1.169, -0.696], [2.898, -0.013, -4.918], [2.682, -2.305, -5.800], [1.486, -4.029, -4.457], [0.553, -3.417, -2.251], [-2.711, -1.545, 0.006], [-1.835, -1.463, 1.287], [-1.911, -2.310, 2.319], [-0.920, -1.996, 3.230], [-0.277, -0.902, 2.660], [-0.829, -0.586, 1.487], [-3.116, -0.104, -0.386], [-4.360, 0.285, -0.670], [-4.347, 1.625, -1.011], [-3.012, 1.988, -0.908], [-2.263, 0.940, -0.532], [-3.725, -2.134, 0.300], [-2.128, -2.092, -0.899], [-2.671, -3.073, 2.329], [-0.694, -2.479, 4.164], [0.561, -0.351, 3.048], [-5.167, -0.425, -0.603], [-5.173, 2.247, -1.305], [-2.570, 2.951, -1.069], [-1.632, -0.459, -3.331], [-2.193, -1.259, -4.252], [-2.102, -0.600, -5.458], [-1.449, 0.607, -5.144], [-1.166, 0.681, -3.852], [-1.478, -0.668, -2.353], [-2.603, -2.217, -3.980], [-2.453, -0.937, -6.417], [-1.188, 1.426, -5.795], [-2.198, 3.615, -3.477], [-0.312, 3.571, -2.982], [-0.547, 2.881, -0.508], [-0.084, 4.188, -4.748], [-0.800, 5.198, -2.198], [1.452, 4.327, -2.740], [1.128, 1.461, -1.393]], "forces_ev_per_angstrom": [[-0.041, -0.226, 0.129], [0.002, 0.001, 0.000], [0.002, 0.004, 0.000], [-0.005, 0.006, -0.002], [0.001, -0.007, -0.012], [-0.019, 0.013, 0.026], [-0.018, -0.003, -0.026], [0.005, -0.005, 0.007], [0.029, 0.030, -0.006], [0.000, -0.015, 0.002], [0.005, -0.002, -0.007], [0.014, -0.024, -0.041], [-0.019, 0.047, 0.027], [-0.017, -0.008, -0.028], [0.009, 0.017, 0.015], [-0.019, -0.003, -0.013], [0.014, 0.002, 0.002], [0.002, -0.023, 0.003], [-0.001, 0.000, -0.001], [-0.001, -0.001, 0.000], [-0.001, 0.000, -0.002], [0.008, -0.005, 0.013], [-0.004, 0.018, 0.006], [0.000, -0.001, 0.001], [0.000, 0.000, -0.001], [0.001, 0.000, 0.004], [-0.001, -0.001, 0.001], [0.109, -0.039, 0.085], [-0.005, 0.014, -0.003], [-0.001, 0.001, -0.005], [-0.003, -0.002, 0.006], [-0.002, 0.006, -0.004], [-0.002, 0.003, -0.005], [0.008, -0.010, -0.005], [0.011, -0.007, 0.050], [-0.003, 0.001, 0.000], [0.001, 0.003, 0.000], [0.001, 0.001, 0.002], [-0.002, 0.000, -0.002], [0.000, 0.012, 0.004], [-0.011, -0.013, -0.019], [0.029, -0.012, -0.006], [-0.034, 0.031, 0.016], [0.007, -0.041, -0.009], [0.022, 0.035, 0.010], [0.004, 0.001, 0.016], [-0.006, 0.015, 0.031], [0.016, -0.022, -0.045], [0.000, 0.023, 0.041], [0.038, -0.032, -0.033], [0.002, -0.004, 0.000], [0.000, -0.002, -0.009], [0.002, -0.003, -0.004], [-0.002, 0.004, 0.002], [0.012, 0.001, 0.000], [-0.002, 0.003, 0.003], [0.001, 0.000, -0.006], [-0.011, -0.002, 0.008], [0.000, 0.024, -0.003], [-0.002, -0.009, -0.011], [0.006, -0.011, 0.004], [-0.035, 0.026, 0.014], [0.016, -0.042, -0.017], [-0.018, 0.001, 0.002], [0.006, -0.001, -0.002], [0.001, 0.000, 0.000], [-0.001, 0.004, 0.001], [-0.078, -0.009, 0.009], [0.116, 0.019, 0.028], [0.000, 0.128, 0.033], [-0.025, 0.040, -0.044], [-0.034, 0.005, -0.004], [0.080, -0.019, 0.010], [-0.161, 0.066, -0.239]], "charge": -1, "gap_ev": 7.0, "energy_ev": -124561.2981, "relative_energy_kj_mol": 81.77, "homo_ev": -4.8}